Here is C4H7NO as an isolated structure at a distorted geometry from the OMol25 dataset. Energies are from ωB97M-V with the def2-TZVPD basis set.

XYZ file:
```
13
C4H7NO ωB97M-V with the def2-TZVPD basis set
C -0.89740 0.70540 -1.45167
O 0.27935 0.74350 -0.68632
C 0.52623 -0.40903 0.10606
C 1.18849 0.09674 1.35865
C -0.66583 -1.20081 0.49742
N -1.79742 -1.40764 0.62328
H -1.73898 0.84172 -0.77287
H -1.10764 -0.52450 -1.94585
H -0.99810 1.53233 -2.19859
H 1.19372 -1.05302 -0.46598
H 2.04255 0.69692 1.04587
H 0.48765 0.72833 1.91220
H 1.48737 -0.74994 1.97780
```

**LUMO**: 0.897 eV
**HOMO**: -10.2 eV
**Energy relative to the best compared isomer or geometry (same formula, charge and spin)**: 255.4 kJ/mol

Atomic partial charges in e from the Mulliken method, atoms 1 to 4:
1 C -0.61
2 O -0.36
3 C 0.52
4 C -1.34